Molecular formula: C4H7NO
Method: DFT, the ωB97M-V functional and the def2-TZVPD basis

Geometry as XYZ:
```
13
Properties=species:S:1:pos:R:3:forces:R:3:mulliken_charge:R:1
C 2.6302 0.8001 -0.2670 0.4 -1.3 0.0 -0.81
C 1.9853 -0.2488 0.2256 -1.0 -2.0 -0.6 0.63
N 1.3920 -1.3205 0.4664 2.7 1.9 0.2 -0.66
H 3.1462 0.6175 -1.2321 -0.5 0.3 0.7 0.24
H 2.9012 1.6429 0.3398 -0.1 0.2 0.1 0.27
H 0.4113 -1.3698 0.2431 -0.3 0.1 -0.2 0.43
C -0.9276 0.0857 0.1776 1.0 1.3 -0.8 -0.99
C -2.0908 0.0783 -0.4402 0.8 1.1 -1.5 0.33
O -3.1865 -0.4827 0.0314 -2.1 -0.4 0.8 -0.48
H -0.8921 -0.1504 1.2148 0.2 -0.5 0.7 0.29
H 0.0031 0.4683 -0.3109 -1.5 0.1 0.5 0.18
H -2.2252 0.6126 -1.4249 0.0 -1.1 1.0 0.28
H -3.1473 -0.7331 0.9765 0.4 0.2 -0.7 0.29
```
Positions in Å, forces in eV/Å.

Values from the calculation:
**SMILES**: C=C=N.C=CO
**Net charge**: 0
**Spin multiplicity**: 1
**Gap between HOMO and LUMO**: 0.3539 Ha
**Relative energy (zero: lowest compared OMol25 entry of this formula, charge and spin)**: 346.8 kJ/mol
**LUMO**: 0.82 eV
**HOMO level**: -8.81 eV


Molecular formula: C4H7NO
Method: DFT, the ωB97M-V functional and the def2-TZVPD basis

Geometry as XYZ:
```
13
Properties=species:S:1:pos:R:3:forces:R:3:mulliken_charge:R:1
N -0.8277 1.0086 1.8533 0.0 -0.1 0.1 -0.42
C -0.6069 0.0045 0.9401 -0.2 0.0 0.0 0.46
O -1.1346 -1.0867 1.0885 0.3 0.3 -0.1 -0.62
C 0.3302 0.2913 -0.2004 0.0 0.0 0.1 -0.07
C -0.0070 -0.2758 -1.5653 -0.1 0.0 -0.1 -0.55
C 1.0822 -0.8971 -0.7671 0.2 -0.1 0.0 -0.55
H -0.6861 1.9953 1.6970 0.2 -0.3 -0.2 0.20
H -1.3886 0.7420 2.6497 -0.1 0.1 -0.2 0.24
H 0.8771 1.2329 -0.1823 -0.2 -0.2 0.1 0.33
H -0.9311 -0.8399 -1.6506 0.1 0.2 0.1 0.24
H 0.2557 0.3179 -2.4372 -0.1 -0.1 0.2 0.26
H 2.1115 -0.7330 -1.0718 -0.2 0.0 0.1 0.25
H 0.8788 -1.8707 -0.3303 0.0 0.3 0.0 0.24
```
Positions in Å, forces in eV/Å.

Values from the calculation:
**SMILES**: NC(=O)C1CC1
**Net charge**: 0
**Spin multiplicity**: 1
**Gap between HOMO and LUMO**: 0.4000 Ha
**Relative energy (zero: lowest compared OMol25 entry of this formula, charge and spin)**: 71.5 kJ/mol
**LUMO**: 1.02 eV
**HOMO level**: -9.87 eV


Molecular formula: C4H7NO
Method: DFT, the ωB97M-V functional and the def2-TZVPD basis

Geometry as XYZ:
```
13
Properties=species:S:1:pos:R:3:forces:R:3:mulliken_charge:R:1
C 1.0170 -0.5661 -0.5475 -0.2 0.2 2.6 -0.86
C 0.5381 0.6591 -0.2980 0.1 -1.9 -2.8 0.78
C -0.3725 1.4094 -1.2465 3.5 1.5 0.0 -1.29
C 0.8981 1.3097 0.8635 0.5 1.4 1.6 0.13
N 1.1577 1.9922 1.7508 0.1 -0.1 0.3 -0.44
H 0.6411 -1.2222 -1.2713 -0.3 -0.4 -1.6 0.33
H 1.5156 -1.0856 0.2803 0.2 0.4 -0.5 0.29
H -1.2710 0.9879 -1.1572 -4.1 -1.1 0.8 0.36
H -0.3186 2.4694 -0.9145 -0.5 -0.6 -0.9 0.36
H -0.1594 1.2137 -2.3068 0.6 0.5 0.3 0.34
O -0.3539 -1.4427 2.2581 0.4 -0.5 -0.5 -0.57
H -0.9491 -1.2859 2.9737 -0.7 0.7 0.8 0.28
H -0.3312 -2.4036 2.2731 0.3 -0.2 -0.3 0.30
```
Positions in Å, forces in eV/Å.

Values from the calculation:
**SMILES**: C=C(C)C#N.O
**Net charge**: 0
**Spin multiplicity**: 1
**Gap between HOMO and LUMO**: 0.3807 Ha
**Relative energy (zero: lowest compared OMol25 entry of this formula, charge and spin)**: 212.7 kJ/mol
**LUMO**: 0.60 eV
**HOMO level**: -9.76 eV


Molecular formula: C4H7NO
Method: DFT, the ωB97M-V functional and the def2-TZVPD basis

Geometry as XYZ:
```
13
Properties=species:S:1:pos:R:3:forces:R:3:mulliken_charge:R:1
O -2.7141 -0.7089 1.3614 0.3 0.0 0.0 -0.53
C -1.5219 -0.5531 1.1651 -0.1 0.1 0.0 -0.14
C -0.9507 0.5328 0.4143 -0.1 0.1 0.1 -0.20
N 0.3538 0.5513 0.1734 0.0 0.0 -0.2 -0.04
C 1.3730 0.8978 -0.5256 -0.1 0.2 0.2 -0.25
C 1.5071 -0.3596 0.2089 0.1 -0.3 0.2 -0.45
H -0.7777 -1.2854 1.5530 -0.1 0.1 0.0 0.28
H -1.5519 1.3282 -0.0065 0.0 0.0 0.1 0.42
H -0.7256 -0.2573 -1.8278 0.1 0.0 -0.3 0.03
H 1.6674 1.6183 -1.2668 -0.1 -0.1 0.1 0.36
H -0.0644 -0.0400 -2.1144 -0.2 -0.2 -0.2 -0.05
H 1.3368 -1.3258 -0.2767 0.1 0.2 0.0 0.30
H 2.0682 -0.3983 1.1416 -0.1 0.0 0.0 0.26
```
Positions in Å, forces in eV/Å.

Values from the calculation:
**Net charge**: 0
**Spin multiplicity**: 1
**Gap between HOMO and LUMO**: 0.3089 Ha
**Relative energy (zero: lowest compared OMol25 entry of this formula, charge and spin)**: 521.9 kJ/mol
**LUMO**: 0.34 eV
**HOMO level**: -8.06 eV


Molecular formula: C4H7NO
Method: DFT, the ωB97M-V functional and the def2-TZVPD basis

Geometry as XYZ:
```
13
Properties=species:S:1:pos:R:3:forces:R:3:mulliken_charge:R:1
C 0.3917 0.8790 1.5946 0.0 0.0 0.1 -1.12
C 0.2758 0.5246 0.1484 0.3 0.0 0.0 -0.22
C 0.4075 -0.8180 -0.3638 -0.3 0.1 0.2 -0.01
N -0.1114 -0.9772 -1.6048 0.2 -0.2 0.0 -0.52
C -1.6865 0.0695 -1.2667 -0.9 0.0 -0.7 0.09
O -2.5485 0.0461 -2.0413 0.9 0.0 0.8 -0.30
H -0.5550 1.3338 1.9047 0.1 0.0 0.0 0.31
H 0.5508 -0.0071 2.2171 0.0 0.1 -0.1 0.33
H 1.1843 1.6080 1.7953 -0.1 -0.1 -0.1 0.31
H 0.3918 1.3085 -0.5929 -0.1 -0.1 0.1 0.45
H 0.3825 -1.6109 0.3972 0.1 0.2 -0.1 0.35
H 1.5142 -0.3418 -0.3050 0.0 0.0 0.0 0.12
H -0.2069 -1.9568 -1.8678 0.0 0.1 0.0 0.22
```
Positions in Å, forces in eV/Å.

Values from the calculation:
**Net charge**: 0
**Spin multiplicity**: 1
**Gap between HOMO and LUMO**: 0.3199 Ha
**Relative energy (zero: lowest compared OMol25 entry of this formula, charge and spin)**: 460.5 kJ/mol
**LUMO**: 0.50 eV
**HOMO level**: -8.21 eV


Molecular formula: C4H7NO
Method: DFT, the ωB97M-V functional and the def2-TZVPD basis

Geometry as XYZ:
```
13
Properties=species:S:1:pos:R:3:forces:R:3:mulliken_charge:R:1
C -0.0059 0.1204 1.4067 -0.2 -0.5 -0.2 -1.22
C 0.6823 -0.2075 0.0427 -0.7 0.5 1.0 0.10
O 1.2663 -1.4900 -0.0620 -0.2 0.1 0.3 -0.53
C -0.3021 -0.0552 -1.1449 -0.1 0.1 0.2 -0.40
C -0.8312 1.3016 -1.2204 -0.4 1.0 0.0 0.17
N -1.2141 2.3917 -1.2151 0.3 -0.9 -0.1 -0.42
H 0.6984 0.0531 2.2526 -0.1 -0.2 -0.5 0.31
H -0.4093 1.1499 1.4405 0.1 -0.5 -0.3 0.39
H -0.8138 -0.5864 1.5570 -0.4 -0.1 0.4 0.31
H 1.4426 0.5426 0.1682 1.0 0.1 -1.5 0.32
H 0.5394 -2.1257 -0.1562 0.3 0.1 0.1 0.34
H -1.1345 -0.7451 -0.9337 0.0 0.2 -0.1 0.28
H 0.0817 -0.3495 -2.1355 0.3 0.2 0.5 0.34
```
Positions in Å, forces in eV/Å.

Values from the calculation:
**SMILES**: C[C@@H](O)CC#N
**Net charge**: 0
**Spin multiplicity**: 1
**Gap between HOMO and LUMO**: 0.4226 Ha
**Relative energy (zero: lowest compared OMol25 entry of this formula, charge and spin)**: 126.9 kJ/mol
**LUMO**: 0.64 eV
**HOMO level**: -10.86 eV


Molecular formula: C4H7NO
Method: DFT, the ωB97M-V functional and the def2-TZVPD basis

Geometry as XYZ:
```
13
Properties=species:S:1:pos:R:3:forces:R:3:mulliken_charge:R:1
C 0.8966 -1.1163 -0.0582 -1.5 0.2 0.4 -0.51
O 1.4650 0.1003 -0.4561 -0.2 0.6 0.0 -0.38
C 0.6477 1.1938 -0.0241 2.3 1.4 -0.1 -0.55
C -0.6750 0.6657 0.3448 -0.1 -0.9 -1.1 -0.06
N -1.1873 -0.0086 -0.8723 0.4 -0.9 1.3 -0.54
C -0.5676 -0.8246 0.2897 -0.2 1.4 -1.1 -0.20
H 0.9022 -1.6955 -0.9489 0.3 -1.2 -0.4 0.29
H 1.3710 -1.5692 0.8114 0.4 -0.1 -0.1 0.31
H 1.2157 1.6462 0.8142 -0.7 0.1 0.0 0.29
H 0.6098 1.9642 -0.8493 -0.1 -0.9 0.7 0.24
H -1.2693 1.3115 0.9472 -0.7 -0.1 0.5 0.44
H -2.1871 -0.1462 -0.8180 -0.3 0.1 0.1 0.23
H -1.2217 -1.5212 0.8197 0.4 0.3 -0.1 0.43
```
Positions in Å, forces in eV/Å.

Values from the calculation:
**SMILES**: C1OC[C@H]2N[C@@H]12
**Net charge**: 0
**Spin multiplicity**: 1
**Gap between HOMO and LUMO**: 0.3824 Ha
**Relative energy (zero: lowest compared OMol25 entry of this formula, charge and spin)**: 241.7 kJ/mol
**LUMO**: 1.03 eV
**HOMO level**: -9.38 eV


Molecular formula: C4H7NO
Method: DFT, the ωB97M-V functional and the def2-TZVPD basis

Geometry as XYZ:
```
13
Properties=species:S:1:pos:R:3:forces:R:3:mulliken_charge:R:1
C 1.8952 0.7524 0.5900 0.1 0.1 0.1 -0.52
N 1.3199 -1.3136 -0.5125 -0.6 0.3 0.0 -0.76
C 0.2224 -0.7990 -0.5374 0.6 -0.4 0.0 0.51
C -1.3155 -0.9440 -0.6041 -0.2 -0.1 0.0 -0.39
C -1.3998 0.4113 0.0870 -0.3 0.0 0.1 -0.30
O 0.0543 0.5913 -0.1246 0.2 0.1 0.0 -0.31
H 1.5610 1.7202 0.9448 0.0 -0.1 -0.1 0.22
H 2.5875 0.7623 -0.2398 -0.1 0.0 0.1 0.29
H 2.0719 -0.0068 1.3393 -0.1 0.1 -0.1 0.36
H -1.6956 -1.8051 -0.0526 0.1 0.1 -0.1 0.24
H -1.7047 -0.9477 -1.6243 0.1 0.0 0.1 0.21
H -1.9603 1.1980 -0.4189 0.1 -0.1 0.1 0.23
H -1.6364 0.3807 1.1532 0.0 0.0 -0.1 0.24
```
Positions in Å, forces in eV/Å.

Values from the calculation:
**Net charge**: 0
**Spin multiplicity**: 1
**Gap between HOMO and LUMO (spin up / spin down)**: 0.2873 / 0.2873 Ha
**Relative energy (zero: lowest compared OMol25 entry of this formula, charge and spin)**: 578.8 kJ/mol
**LUMO (spin up / spin down)**: -0.21 / -0.21 eV
**HOMO level (spin up / spin down)**: -8.03 / -8.03 eV


Molecular formula: C4H7NO
Method: DFT, the ωB97M-V functional and the def2-TZVPD basis

Geometry as XYZ:
```
13
Properties=species:S:1:pos:R:3:forces:R:3:mulliken_charge:R:1
C 2.0520 0.4346 -0.2193 0.2 0.0 -0.1 -0.58
O 1.1670 -0.2339 0.6664 -0.1 -0.3 0.0 -0.35
C -0.1719 0.1528 0.5432 -0.3 0.2 -0.1 -0.42
C -1.2444 -0.9694 0.5377 0.1 0.0 0.0 -0.35
C -2.4528 -0.2064 0.2066 -0.7 0.8 -0.2 0.28
N -3.2418 0.5958 -0.0628 0.5 -1.0 0.3 -0.41
H 1.5804 1.2883 -0.7260 0.0 -0.2 0.2 0.31
H 2.9125 0.8189 0.3387 -0.1 -0.2 0.0 0.23
H 2.3960 -0.2689 -0.9838 0.1 0.1 0.0 0.23
H -0.4482 0.8268 1.3646 0.1 0.0 -0.1 0.22
H -0.3114 0.6901 -0.3987 0.0 0.1 0.1 0.33
H -1.3744 -1.4589 1.5087 0.2 0.1 -0.1 0.25
H -1.0880 -1.7456 -0.2188 0.2 0.2 0.1 0.26
```
Positions in Å, forces in eV/Å.

Values from the calculation:
**SMILES**: COCCC#N
**Net charge**: 0
**Spin multiplicity**: 1
**Gap between HOMO and LUMO**: 0.4078 Ha
**Relative energy (zero: lowest compared OMol25 entry of this formula, charge and spin)**: 176.6 kJ/mol
**LUMO**: 0.85 eV
**HOMO level**: -10.25 eV


Molecular formula: C4H7NO
Method: DFT, the ωB97M-V functional and the def2-TZVPD basis

Geometry as XYZ:
```
13
Properties=species:S:1:pos:R:3:forces:R:3:mulliken_charge:R:1
N 1.7835 -1.7182 -0.0514 -2.1 -0.1 -0.4 -0.67
C 0.9092 -0.8128 0.0775 -1.4 0.2 -0.2 0.34
C -0.6882 -0.7193 -0.2198 1.2 -0.1 0.3 -0.70
C -0.4337 0.8029 -0.2554 0.3 0.2 -0.1 0.15
O -1.2964 1.6438 0.4682 -0.3 0.0 -0.1 -0.54
C 0.9294 0.6351 0.4394 0.1 0.4 0.0 -0.65
H 1.0948 -2.4336 -0.3674 1.5 -0.7 0.1 0.29
H -1.1417 -1.1854 -1.1098 0.4 0.1 0.3 0.37
H -1.2737 -0.9952 0.6703 0.3 0.1 -0.2 0.26
H -0.3055 1.1455 -1.2936 0.0 0.0 0.2 0.29
H -2.1541 1.6504 0.0248 0.1 0.1 0.1 0.31
H 0.8002 0.7569 1.5209 0.0 0.0 -0.1 0.24
H 1.7762 1.2300 0.0962 -0.1 0.0 0.0 0.32
```
Positions in Å, forces in eV/Å.

Values from the calculation:
**SMILES**: N=C1CC(O)C1
**Net charge**: 0
**Spin multiplicity**: 1
**Gap between HOMO and LUMO**: 0.3932 Ha
**Relative energy (zero: lowest compared OMol25 entry of this formula, charge and spin)**: 210.3 kJ/mol
**LUMO**: 0.76 eV
**HOMO level**: -9.94 eV